DFT (the ωB97M-V functional and the def2-TZVPD basis) results for C43H60GeN6P3S2V as an isolated structure.

Summary:
* max |F|: 0.031 hartree/bohr
* multiplicity: 2
* E_tot: -186241.7802 eV
* HOMO energy (spin up / spin down): -10.00 / -9.99 eV
* net charge: +1
* energy above the lowest of the compared OMol25 structures with the same formula, charge and spin: 0.000 eV

Geometry as XYZ:
```
116
Properties=species:S:1:pos:R:3:mulliken_spin:R:1
V 1.273 1.025 -0.233 1.295
C -1.350 1.634 2.636 0.010
C 0.102 1.844 3.079 0.010
C 0.163 1.657 4.598 -0.002
P 1.316 0.793 2.130 -0.082
C 0.816 -0.940 2.391 0.027
N -0.379 -1.321 1.673 -0.024
Ge -0.803 -0.531 -0.121 0.007
N -0.689 -1.796 -1.571 -0.008
C 0.434 -1.680 -2.470 -0.015
P 1.956 -1.190 -1.583 -0.050
C 3.114 -0.778 -2.997 -0.004
C 2.760 -1.470 -4.320 -0.001
C 4.627 -0.956 -2.707 -0.002
C 2.592 -2.735 -0.785 0.000
C 3.153 -3.746 -1.786 -0.001
C 1.559 -3.444 0.101 -0.013
C -1.261 -3.065 -1.421 0.006
C -1.053 -4.152 -2.276 -0.001
C -1.544 -5.412 -1.952 0.000
C -2.247 -5.621 -0.778 0.000
C -2.533 -4.531 0.033 0.000
C -2.083 -3.274 -0.319 -0.003
N -2.496 -2.041 0.334 0.004
C -2.606 -2.154 1.771 -0.003
C -3.746 -2.540 2.451 0.000
C -3.705 -2.750 3.822 0.000
C -2.500 -2.592 4.482 -0.001
C -1.367 -2.158 3.803 -0.002
C -1.413 -1.871 2.429 0.002
C -3.695 -1.519 -0.293 -0.002
C -4.833 -2.258 -0.546 -0.002
C -5.975 -1.632 -1.025 0.000
C -5.952 -0.264 -1.238 0.000
C -4.786 0.468 -1.038 0.001
C -3.618 -0.167 -0.600 -0.002
N -2.378 0.461 -0.472 -0.029
C -2.420 1.883 -0.668 -0.005
P -0.796 2.715 -0.721 -0.004
C -1.249 4.375 0.045 0.000
C -2.672 4.853 -0.297 -0.001
C -0.271 5.520 -0.256 -0.002
C -0.455 2.975 -2.521 -0.044
C -1.546 3.600 -3.385 -0.001
C -0.048 1.599 -3.062 0.008
C 2.816 0.933 3.205 0.010
C 3.986 -0.003 2.888 0.005
C 3.285 2.393 3.283 -0.007
H -1.984 2.391 3.105 -0.001
H -1.720 0.657 2.945 0.005
H -1.474 1.711 1.563 0.011
H 0.402 2.866 2.826 -0.003
H -0.041 0.620 4.878 0.000
H -0.617 2.272 5.051 0.000
H 1.108 1.962 5.040 0.000
H 0.717 -1.050 3.466 -0.005
H 1.679 -1.546 2.086 0.011
H 0.258 -0.933 -3.245 0.004
H 0.658 -2.617 -2.969 -0.003
H 2.925 0.289 -3.130 0.005
H 2.832 -2.555 -4.249 0.000
H 3.481 -1.140 -5.070 0.000
H 1.769 -1.208 -4.689 0.000
H 5.018 -1.797 -3.278 -0.001
H 4.869 -1.123 -1.662 0.000
H 5.175 -0.068 -3.024 0.001
H 3.406 -2.371 -0.149 0.003
H 2.382 -4.071 -2.490 0.000
H 3.468 -4.629 -1.226 0.000
H 4.013 -3.385 -2.342 0.000
H 0.909 -4.074 -0.508 0.000
H 0.918 -2.776 0.672 0.003
H 2.083 -4.098 0.802 0.000
H -0.519 -4.024 -3.208 0.000
H -1.367 -6.239 -2.630 0.000
H -2.608 -6.606 -0.515 0.000
H -3.117 -4.660 0.937 0.000
H -4.676 -2.683 1.916 0.000
H -4.594 -3.064 4.352 0.000
H -2.431 -2.804 5.543 0.000
H -0.440 -2.070 4.350 0.001
H -4.836 -3.329 -0.377 0.000
H -6.873 -2.207 -1.209 0.000
H -6.846 0.246 -1.576 0.000
H -4.797 1.532 -1.233 0.000
H -2.990 2.343 0.140 0.002
H -2.926 2.136 -1.603 0.000
H -1.214 4.168 1.120 -0.001
H -2.816 5.001 -1.367 0.000
H -2.814 5.820 0.187 0.000
H -3.461 4.203 0.067 0.000
H -0.108 5.644 -1.330 0.000
H 0.696 5.391 0.218 0.000
H -0.702 6.449 0.120 0.000
H 0.417 3.628 -2.543 0.001
H -2.474 3.027 -3.374 0.000
H -1.195 3.623 -4.420 0.000
H -1.763 4.626 -3.096 0.000
H -0.856 0.873 -2.940 0.005
H 0.858 1.218 -2.557 -0.015
H 0.198 1.655 -4.125 -0.001
H 2.419 0.627 4.172 -0.001
H 4.616 0.387 2.090 0.000
H 3.672 -1.012 2.615 -0.003
H 4.606 -0.085 3.783 0.000
H 3.300 2.860 2.297 0.003
H 4.301 2.434 3.680 0.000
H 2.652 3.002 3.927 0.000
S 3.552 0.733 -0.260 -0.059
C 4.375 2.244 -0.192 0.023
C 5.809 2.221 -0.098 -0.004
N 6.954 2.168 -0.002 0.003
C 3.642 3.366 -0.239 0.009
S 1.917 3.211 -0.295 -0.063
C 4.175 4.697 -0.224 -0.006
N 4.547 5.785 -0.220 0.003
```